Entry from the Open Molecules 2025 dataset: a cluster of 2 separate species, C4H8O2 in total at a distorted geometry (wB97M-V/def2-TZVPD).

Output
* Kohn-Sham gap: 10.246 eV
* max |F|: 1.04 eV Å⁻¹
* SMILES: C=CO.C=CO
* M: 88.11 g mol⁻¹
* LUMO level: 0.80 eV
* net charge: 0

XYZ file:
```
14
Properties=species:S:1:pos:R:3:mulliken_charge:R:1
C 1.588 0.312 -1.235 -0.560
C 1.784 -0.446 -0.159 -0.145
O 2.204 0.033 1.059 -0.516
H 0.941 -0.097 -2.002 0.251
H 2.161 1.199 -1.465 0.280
H 1.608 -1.521 -0.197 0.348
H 1.478 0.539 1.424 0.342
C -1.751 0.973 0.226 -0.591
C -1.813 -0.251 0.727 -0.109
O -1.787 -1.363 -0.098 -0.496
H -1.711 1.825 0.885 0.285
H -1.700 1.052 -0.849 0.247
H -2.083 -0.501 1.749 0.360
H -0.919 -1.754 -0.065 0.303
```